Entry 1:
Molecular formula: C40H49AsBN10O4S6Y
Method: DFT, ωB97M-V with the def2-TZVPD basis set

Last column: Löwdin charge in e.
CARTESIAN COORDINATES (ANGSTROEM)
Y: -1.7902 -0.4891 -0.1850  0.989
As: -4.3350 0.7827 1.2822  -0.501
S: 1.6025 -0.3892 -4.6588  0.538
S: -0.9648 1.2376 -5.0273  1.025
S: -5.7318 -0.2708 2.5402  -0.018
S: -4.3539 -0.2237 -0.6626  0.106
S: -2.3049 0.7765 2.1191  0.033
S: -5.0313 2.7800 1.1602  -0.257
O: 0.3694 -0.2629 0.8139  -0.123
O: -1.4682 -2.1911 1.6326  -0.161
O: 2.7264 -1.1986 -4.2826  -0.308
O: 1.0029 -0.7235 -5.9403  -0.381
N: -1.7136 0.0935 -2.8016  -0.067
N: -0.0213 3.8484 -0.2388  -0.075
N: 3.0698 5.3664 -5.3002  0.074
N: 2.8259 0.3650 3.9828  -0.005
N: 0.9483 -3.2432 -1.9794  0.088
N: 0.5067 -0.4386 -3.4775  -0.125
N: -0.5289 -1.6161 4.0787  0.059
N: 2.4939 -0.2917 -0.9206  0.201
N: -2.6029 -2.8407 -0.6916  -0.091
N: -1.1777 1.7265 -0.6978  0.131
C: 3.3403 -1.9916 1.9973  0.001
C: -3.9069 -2.9991 4.2354  -0.017
C: -2.5579 -2.5114 2.1989  -0.343
C: -2.5585 -3.3955 -2.0302  -0.221
C: -1.3329 -4.3159 -2.1909  -0.159
C: 0.4126 4.0590 1.1427  -0.134
C: 2.2544 1.8534 -6.0797  -0.087
C: -0.6578 2.7320 -0.4940  -0.199
C: -2.7442 0.8876 -3.2698  -0.336
C: 2.9561 -0.6984 4.9722  -0.205
C: -0.2950 5.0527 -1.0114  -0.145
C: -3.7283 -2.8635 1.4460  -0.195
C: -2.5450 1.5677 -4.4066  -0.436
C: 2.2932 2.1274 -3.6910  -0.047
C: 2.5712 3.1904 -6.2456  -0.044
C: 2.6024 3.4661 -3.8580  -0.032
C: 0.3974 -0.9647 4.9744  -0.160
C: -0.6557 0.1638 -3.6272  -0.668
C: -0.8290 6.2185 1.1436  -0.205
C: -6.3610 -3.5023 4.1188  -0.068
C: 1.4287 -0.9134 0.7731  -0.278
C: 3.6958 -0.7842 -0.8120  -0.246
C: 4.8273 -3.6874 0.9275  -0.041
C: 2.7315 4.0137 -5.1328  -0.332
C: -4.9404 -3.0274 2.0979  -0.073
C: 2.2052 0.1226 2.7688  -0.073
C: -5.0308 -3.1838 3.5010  -0.357
C: 3.7557 -2.6443 0.9062  -0.225
C: 2.3588 -0.9125 1.9204  -0.122
C: 0.7742 -2.2048 -1.2931  -0.107
C: -3.6322 -3.0910 0.0267  -0.190
C: -0.1049 -3.6916 -2.8739  -0.216
C: -1.3033 5.9463 -0.2871  -0.173
C: -2.6816 -2.5812 3.6398  -0.134
C: 1.8500 -1.6099 -0.4643  -0.278
C: -1.6734 -2.1302 4.4707  -0.030
C: -0.6244 4.8954 1.8851  -0.171
C: 2.1086 1.3265 -4.8074  -0.325
C: 3.2639 -2.2094 -0.4244  -0.129
C: 1.7651 -1.6666 4.9646  -0.158
B: 5.1494 -0.1597 -0.7839  -0.396
H: 1.3809 4.5705 1.1120  0.126
H: -0.2937 5.0716 2.9114  0.110
H: 2.6836 3.6082 -7.2406  0.101
H: -4.4907 -3.6097 -0.4207  0.128
H: 3.0633 -0.2245 5.9503  0.114
H: 5.2944 0.0257 0.4259  0.018
H: 3.7857 -2.2131 2.9605  0.095
H: -5.8395 -3.1508 1.5053  0.118
H: 1.8185 -2.2591 4.0527  0.092
H: -3.9393 -3.0855 5.3173  0.114
H: 2.0891 1.2042 -6.9295  0.109
H: 3.4399 -2.8953 -1.2504  0.153
H: -3.2238 2.2199 -4.9287  0.045
H: 0.3599 -4.4393 -3.5202  0.101
H: 0.5435 3.0842 1.6113  0.114
H: -7.0606 -2.6969 3.8825  0.063
H: 0.1240 6.7615 1.1102  0.106
H: 2.7508 4.1019 -2.9912  0.105
H: -0.6622 4.7600 -1.9945  0.130
H: 2.7761 5.7521 -6.1830  0.073
H: 2.8127 5.9518 -4.5220  0.073
H: -2.5188 -2.5761 -2.7561  0.103
H: 5.6778 -3.3239 0.3454  0.084
H: 1.8471 -2.3448 5.8164  0.110
H: 5.1525 -3.9147 1.9438  0.070
H: -6.2780 -3.5933 5.2016  0.069
H: 0.6547 5.5849 -1.1363  0.119
H: -2.2761 5.4486 -0.2557  0.121
H: 4.4692 -4.6040 0.4523  0.080
H: -1.8366 -2.1597 5.5456  0.135
H: -1.4136 6.8833 -0.8388  0.107
H: 5.9707 -0.9793 -1.1473  -0.005
H: -3.6628 0.9217 -2.7041  0.005
H: -0.0351 -0.9650 5.9774  0.119
H: -3.4752 -3.9712 -2.2268  0.105
H: -0.4124 -2.8504 -3.5055  0.102
H: 0.4958 0.0755 4.6598  0.116
H: -1.5665 4.3399 1.9230  0.114
H: -1.0354 -4.6688 -1.2011  0.110
H: -1.5562 6.8390 1.6702  0.106
H: -6.7663 -4.4357 3.7202  0.071
H: 3.8705 -1.2682 4.7851  0.099
H: 5.2295 0.8872 -1.3860  -0.009
H: -0.4408 -1.4903 3.0638  0.109
H: 2.2140 1.6852 -2.7061  0.102
H: -1.6406 -5.1856 -2.7771  0.096
H: 1.5118 0.8937 2.4491  0.126
H: -0.1991 -1.6760 -1.2288  0.058
H: 2.5074 1.2300 4.3841  0.113

Total energy (eV): -192940.14442
HOMO level (eV): -1.689
Charge: -2

---

Entry 2:
Molecular formula: C4H5NO2
Method: DFT, ωB97M-V with the def2-TZVPD basis set

Last column: Löwdin charge in e.
CARTESIAN COORDINATES (ANGSTROEM)
O: 1.3842 -1.3102 -0.3527  0.097
O: 2.8990 0.4285 -0.0083  0.135
N: 0.6525 0.7354 0.1738  0.169
C: 1.6559 -0.0398 -0.0632  -0.499
C: -1.7888 0.4675 0.2225  -0.035
C: -0.0698 -1.3439 -0.2568  -0.001
C: -0.4359 -0.0893 0.0449  -0.379
H: -1.8648 0.8818 1.2318  0.086
H: 2.7232 1.3685 0.2002  0.137
H: -2.5415 -0.3068 0.0738  0.080
H: -0.6911 -2.0730 -0.7712  0.124
H: -1.9230 1.2813 -0.4950  0.086

Total energy (eV): -9813.51418
HOMO level (eV): -8.885
Charge: 0

---

Entry 3:
Molecular formula: C12H38N3O6
Method: DFT, ωB97M-V with the def2-TZVPD basis set

Last column: Löwdin charge in e.
CARTESIAN COORDINATES (ANGSTROEM)
O: 0.8564 1.8292 1.0555  -0.222
O: -3.6388 -0.1108 -1.1074  -0.182
O: -1.8503 0.8733 2.2603  -0.260
O: 2.8813 -3.2918 1.2679  -0.181
O: -2.4036 -1.8818 4.5606  -0.060
O: -1.8680 -0.3427 -3.6091  -0.090
N: -1.0832 0.4278 -0.4533  0.266
N: 0.1381 2.3831 -1.8752  0.030
N: 0.4475 -1.9138 0.1119  0.032
C: 1.1048 1.8305 2.4688  -0.101
C: -1.5978 -0.1527 3.1832  -0.314
C: -2.7423 -1.1099 3.4158  -0.269
C: 2.1756 3.7224 -1.8826  -0.085
C: 4.1042 -3.1533 1.9026  -0.126
C: 1.3974 2.6050 -1.2262  -0.411
C: 2.7968 -2.5660 0.0680  -0.202
C: -4.0329 0.1478 -2.4604  -0.250
C: 1.1565 2.9986 0.3448  -0.181
C: 1.5030 -1.8642 -2.0850  -0.053
C: -3.2128 -0.7743 -3.3838  -0.250
C: 1.4526 -2.5713 -0.7158  -0.397
H: 0.3308 2.1305 -2.8339  0.094
H: 2.0697 2.3090 2.6364  0.078
H: 3.0922 4.0049 -1.3648  0.079
H: -3.1748 -1.7518 -2.9031  0.111
H: -3.7419 1.1714 -2.6964  0.105
H: 1.5686 4.6220 -1.9842  0.081
H: -1.0308 0.7392 0.5061  0.059
H: -0.6403 -0.6262 2.9663  0.105
H: 3.6046 -2.7975 -0.6262  0.125
H: 0.4156 2.3974 3.0946  0.079
H: -0.4218 -0.3348 -0.4204  0.050
H: 4.1092 -3.7102 2.8396  0.093
H: -1.5174 -0.8375 -4.3533  0.074
H: 4.3008 -2.1024 2.1152  0.089
H: -2.8694 -1.5490 2.4263  0.111
H: 0.3381 3.7183 0.3263  0.108
H: 1.2154 0.8083 2.8305  0.081
H: -5.0861 -0.0761 -2.6293  0.115
H: 1.8269 -0.8273 -1.9950  0.069
H: -2.3116 1.5951 2.6935  0.028
H: -0.2914 3.2934 -1.9589  0.082
H: 4.9216 -3.5846 1.3248  0.089
H: -3.6642 -0.5466 3.5603  0.105
H: 1.1520 -3.6045 -0.8897  0.136
H: 2.2187 -2.3614 -2.7398  0.074
H: -3.9330 0.6404 -0.5870  0.029
H: -2.0313 0.0983 -0.5654  0.056
H: -2.5626 -1.3240 5.3255  0.084
H: 3.0056 -1.5507 0.4054  0.121
H: 2.4613 3.4105 -2.8871  0.077
H: 0.5488 -1.9906 -2.5966  0.068
H: 0.7138 -2.2712 1.0183  0.078
H: -3.7498 -0.8219 -4.3312  0.113
H: -0.4459 -2.3456 -0.0760  0.084
H: -1.3799 0.5157 4.0161  0.104
H: 1.9957 3.5657 0.7477  0.112
H: 2.0698 1.7473 -1.2088  0.130
H: -0.6917 1.1615 -1.0265  0.031

Total energy (eV): -29809.57942
Expectation value of S²: 0.75
HOMO level (alpha / beta) (eV): -1.948 / -9.613
Spin multiplicity: 2
Charge: 0

---

Entry 4:
Molecular formula: C51H71N7O5S3Ti
Method: DFT, ωB97M-V with the def2-TZVPD basis set

Last column: Löwdin charge in e.
CARTESIAN COORDINATES (ANGSTROEM)
Ti: -0.3386 -0.1146 0.2881  1.091
S: 0.2351 -2.2199 -2.4269  0.766
S: 4.1909 -1.8394 1.1827  0.995
S: 3.4545 0.5456 -0.4117  0.969
O: 2.1682 -4.7876 2.2588  0.057
O: -1.7741 -0.4500 -0.8842  -0.254
O: 0.5990 0.9465 1.5435  -0.196
O: -0.6456 -1.8150 1.2151  -0.102
O: 4.1417 -4.8076 -0.9059  0.109
N: 0.7112 3.7931 -0.7171  0.023
N: 1.5246 -2.4967 1.0835  -0.008
N: 0.4451 1.1224 -1.3357  -0.041
N: 2.3029 -3.7142 -1.6433  0.120
N: -1.7513 1.0265 1.0312  -0.010
N: 1.7100 -3.8523 -3.8722  0.023
N: 1.6967 -1.2642 0.4460  -0.127
C: -2.1038 3.1636 2.3134  0.036
C: -4.1347 -1.3836 -2.4089  -0.530
C: 3.6686 -4.0193 -1.6879  -0.439
C: -0.1606 3.9486 3.4755  0.007
C: -0.5681 2.0815 -1.8570  -0.200
C: -5.5239 -1.6430 -2.9947  -0.071
C: 4.1932 -2.0010 -3.1145  -0.048
C: -6.8036 2.8245 1.1185  -0.045
C: 5.0629 -1.3166 -3.9504  -0.073
C: -3.0508 0.7900 0.5682  -0.175
C: 2.9164 3.2607 2.1402  -0.048
C: 0.2760 -2.6828 1.4412  -0.393
C: 4.5209 -3.2786 -2.6710  -0.160
C: -5.4556 0.8163 0.4728  -0.166
C: 1.4758 -6.3083 -3.5211  -0.236
C: -3.5430 -2.7340 -1.9762  -0.039
C: -4.1859 -0.4490 -1.2017  -0.086
C: 0.4200 -6.0663 3.1367  -0.015
C: 5.4743 -0.5825 0.9463  -0.494
C: 2.4822 3.6815 4.5522  -0.066
C: 2.9247 -0.9051 0.4137  -0.879
C: -0.9180 -6.2591 3.4108  -0.080
C: -2.2601 5.3412 3.6406  -0.557
C: 6.2513 -1.9097 -4.3536  -0.075
C: -1.4461 -4.1522 2.4139  -0.015
C: 6.5804 -3.1847 -3.9097  -0.066
C: 2.1141 2.7914 3.3613  -0.526
C: 2.5160 1.3528 3.7214  -0.034
C: -6.9205 0.7413 2.5013  -0.047
C: -5.3904 0.0224 -0.6654  0.023
C: -7.9887 0.8204 0.2636  -0.070
C: -3.2703 -0.7613 -3.5155  -0.044
C: -3.0213 -0.0517 -0.5556  -0.248
C: -3.7139 5.3596 3.1655  -0.072
C: 2.1396 -7.6553 -3.7723  -0.103
C: 1.4845 -3.2956 -2.6707  -0.838
C: -1.4976 4.1192 3.1241  -0.170
C: -6.7805 1.2898 1.0742  -0.556
C: -0.0958 -3.9346 2.1213  -0.069
C: 0.0301 3.4758 -1.9697  -0.253
C: -4.2658 1.1889 1.1000  0.030
C: 0.6259 2.8878 3.0207  -0.092
C: 5.7214 -3.8642 -3.0621  -0.016
C: -1.5781 6.6219 3.1393  -0.049
C: 0.8492 -4.9067 2.4900  -0.262
C: -1.8640 -5.3013 3.0503  -0.088
C: -2.2618 5.3357 5.1757  -0.047
C: -1.3698 2.0636 1.8807  -0.181
C: -0.0052 1.9671 2.1857  -0.254
C: 5.2133 0.1178 -0.3707  -0.487
C: 2.3014 -5.1699 -4.1079  -0.180
H: 5.4431 0.1196 1.7793  0.075
H: -5.4279 -2.3027 -3.8594  0.084
H: -4.1833 -3.2022 -1.2249  0.091
H: 3.5328 3.5248 4.8043  0.083
H: -8.0508 -0.2688 0.2276  0.086
H: 7.5095 -3.6442 -4.2202  0.106
H: -3.4760 -3.4065 -2.8358  0.085
H: 4.8120 -0.3187 -4.2863  0.109
H: 2.7029 4.3111 1.9261  0.085
H: 2.4206 0.6806 2.8719  0.059
H: -2.2512 -0.5922 -3.1735  0.042
H: 2.3877 -5.2781 -5.1900  0.131
H: -0.5448 6.6853 3.4829  0.076
H: 3.1270 -7.6951 -3.3083  0.076
H: 3.2745 -1.5282 -2.7894  0.094
H: 5.4512 -0.5251 -1.2181  0.057
H: 1.1667 -6.7987 3.4129  0.117
H: 1.2034 1.6914 -0.9561  0.017
H: -6.3093 -0.2646 -1.1514  0.082
H: -7.9576 1.1979 -0.7604  0.087
H: -1.5726 6.6519 2.0475  0.087
H: -6.7062 3.2394 0.1132  0.091
H: 2.3580 4.7428 4.3305  0.078
H: 1.1871 4.6837 -0.7594  0.079
H: 1.3582 -6.1446 -2.4474  0.110
H: 5.7741 1.0485 -0.4522  0.085
H: -6.1826 -2.1334 -2.2756  0.085
H: 0.2930 4.6842 4.1246  0.092
H: -3.6965 0.1919 -3.8391  0.090
H: -1.4138 2.1066 -1.1706  0.102
H: -1.2489 5.3708 5.5781  0.076
H: 0.8137 0.5439 -2.0859  0.053
H: -1.2311 -7.1659 3.9133  0.103
H: 1.8957 -3.6970 -0.7085  0.118
H: -0.7712 4.1731 -2.2405  0.112
H: 3.3206 -5.2066 -3.7228  0.100
H: -3.7846 5.3920 2.0762  0.087
H: 1.8827 3.4399 5.4323  0.093
H: 1.5456 -8.4682 -3.3566  0.074
H: 2.3246 -3.9291 1.8119  0.040
H: 1.8896 0.9642 4.5273  0.098
H: 0.7735 3.5018 -2.7715  0.114
H: 0.0643 3.8219 0.0675  0.077
H: -6.0022 -0.7199 -3.3293  0.087
H: -3.1272 3.2850 2.0030  0.078
H: -4.2640 4.4853 3.5205  0.082
H: -4.2138 6.2474 3.5577  0.085
H: 6.9254 -1.3765 -5.0116  0.105
H: -6.1078 1.0814 3.1445  0.076
H: -4.2993 1.7534 2.0192  0.098
H: -2.5464 -2.6175 -1.5544  0.042
H: -2.1100 7.5042 3.5038  0.083
H: 3.9903 3.1617 2.3284  0.084
H: -2.1555 -3.3895 2.1230  0.119
H: -3.2323 -1.4297 -4.3797  0.084
H: 1.0771 -3.5085 -4.5782  0.121
H: 5.9691 -4.8476 -2.6838  0.123
H: 2.2625 -7.8441 -4.8409  0.074
H: -7.7441 3.1787 1.5480  0.084
H: 3.5539 1.3408 4.0655  0.082
H: -5.9879 3.2215 1.7252  0.064
H: 6.4361 -1.0943 0.9395  0.083
H: -2.7424 4.4322 5.5555  0.091
H: -2.8071 6.2025 5.5573  0.083
H: -0.9441 1.7276 -2.8158  0.124
H: -6.9087 -0.3502 2.4959  0.090
H: -2.9120 -5.4540 3.2677  0.099
H: -8.9043 1.1911 0.7288  0.083
H: 0.4738 -6.2857 -3.9566  0.115
H: 2.6604 2.6744 1.2594  0.027
H: -7.8622 1.0740 2.9451  0.083

Total energy (eV): -130336.77499
HOMO level (eV): -6.744
Charge: 0